An isolated molecule of C18H23N3O3 in a non-equilibrium geometry, computed with wB97M-V/def2-TZVPD.

ORCA input file:
```
! wB97M-V def2-TZVPD RIJCOSX def2/J DEFGRID3
* xyz 0 1
C 7.576 0.017 -0.827
C 6.387 -0.789 -0.790
C 5.312 0.104 -0.082
C 3.926 -0.826 0.031
O 3.789 -2.087 -0.564
N 2.791 -0.305 0.797
C 2.677 1.027 1.354
C 1.759 1.965 0.188
C 0.473 1.237 0.282
C 0.578 -0.373 -0.215
C -0.746 -0.771 -0.001
N -1.942 -0.308 -0.215
C -2.872 -1.380 0.130
C -4.137 -1.087 -0.078
C -5.100 -2.256 0.232
C -6.489 -2.131 -0.001
C -7.102 -0.770 0.092
C -6.161 0.366 -0.139
O -6.704 1.469 -0.354
C -5.993 2.421 -0.498
C -4.841 0.133 0.005
N -2.143 -2.657 0.160
O -0.892 -2.243 0.162
C 1.540 -0.968 0.809
H 7.811 0.335 -0.001
H 7.513 0.874 -1.478
H 8.362 -0.673 -1.394
H 6.321 -1.751 -0.214
H 5.815 -1.193 -1.749
H 5.584 0.196 1.107
H 4.811 1.012 -0.361
H 3.731 1.636 1.073
H 2.264 1.288 2.309
H 1.738 2.990 0.898
H 2.191 1.992 -0.718
H -0.301 1.990 -0.378
H -0.104 1.445 1.189
H 0.898 -0.390 -1.157
H -4.597 -3.239 0.252
H -7.129 -3.003 0.063
H -8.041 -0.603 -0.137
H -5.335 2.710 -1.420
H -5.455 2.748 0.494
H -6.676 3.387 -0.536
H -4.096 1.081 -0.507
H 1.768 -1.729 0.516
H 1.240 -0.892 1.668
*
```

Output
**SMILES string**: CCCC(=O)N1CCC[C@H](c2nc(-c3cccc(OC)c3)no2)C1
**Orbital gap**: 7.34 eV
**Energy above the lowest of the compared OMol25 structures with the same formula, charge and spin**: 449.3 kcal/mol
**Electronic energy**: -1089.085981 hartree

Atomic partial charges in e from the Mulliken method, atoms 1 to 8: -1.429 -0.210 -0.750 0.810 -0.665 0.220 -0.821 -0.631

An isolated molecule of C18H23N3O4 in a non-equilibrium geometry, computed with wB97M-V/def2-TZVPD.

ORCA input file:
```
! wB97M-V def2-TZVPD RIJCOSX def2/J DEFGRID3
* xyz 0 1
C 4.499 3.607 -1.437
C 3.367 2.819 -2.109
N 3.744 1.571 -2.746
C 4.603 1.731 -3.907
C 4.278 0.692 -4.978
C 4.212 0.536 -1.844
C 3.111 0.020 -0.917
C 1.870 -0.384 -1.716
N 0.799 -0.841 -0.864
C -0.173 -0.023 -0.416
O -0.298 1.144 -0.734
C -1.122 -0.704 0.503
C -2.308 -0.171 1.053
C -2.811 -1.198 1.818
C -4.002 -1.318 2.634
C -4.865 -0.234 2.781
C -6.019 -0.321 3.551
C -6.276 -1.525 4.165
C -5.413 -2.617 4.023
C -4.273 -2.543 3.268
O -5.906 -3.676 4.733
C -7.105 -3.225 5.325
O -7.324 -1.876 4.964
O -1.974 -2.251 1.722
N -0.942 -1.940 0.915
H 5.291 3.828 -2.150
H 4.925 3.050 -0.607
H 4.110 4.546 -1.052
H 2.909 3.444 -2.881
H 2.592 2.601 -1.371
H 5.673 1.667 -3.644
H 4.424 2.723 -4.328
H 4.851 0.896 -5.880
H 3.219 0.733 -5.215
H 4.517 -0.313 -4.643
H 4.555 -0.298 -2.461
H 5.071 0.866 -1.233
H 2.828 0.785 -0.193
H 3.493 -0.839 -0.362
H 2.121 -1.176 -2.426
H 1.506 0.485 -2.266
H 0.845 -1.766 -0.464
H -2.697 0.810 0.887
H -4.636 0.695 2.287
H -6.686 0.515 3.665
H -3.610 -3.383 3.158
H -7.946 -3.842 4.972
H -7.029 -3.305 6.421
*
```

Output
**SMILES string**: CCN(CC)CCCNC(=O)c1cc(-c2ccc3c(c2)OCO3)on1
**Orbital gap**: 8.57 eV
**Energy above the lowest of the compared OMol25 structures with the same formula, charge and spin**: 89.7 kcal/mol
**Electronic energy**: -1164.884352 hartree

Atomic partial charges in e from the Mulliken method, atoms 1 to 8: -1.143 -0.628 0.483 -0.660 -1.329 -0.967 -0.702 -0.669

A structure of composition C18H23N5NaO3 in a non-equilibrium geometry, computed with wB97M-V/def2-TZVPD.

ORCA input file:
```
! wB97M-V def2-TZVPD RIJCOSX def2/J DEFGRID3
* xyz 1 1
C 3.746 7.117 -3.785
C 3.975 7.213 -5.125
H 4.311 7.766 -3.115
H 2.986 6.460 -3.370
C 3.275 6.367 -6.069
C 2.551 5.289 -5.653
H 2.491 4.992 -4.607
H 2.054 4.674 -6.404
C 4.974 8.241 -5.623
H 5.357 8.797 -4.762
H 4.535 8.965 -6.323
H 5.832 7.778 -6.130
C 3.350 6.671 -7.554
H 4.379 6.694 -7.940
H 2.889 7.637 -7.805
H 2.804 5.892 -8.095
Na 0.201 -0.130 -0.226
O 0.548 2.006 -0.926
C -0.070 2.918 -1.486
O -1.637 0.445 -1.373
C -2.124 1.545 -1.602
O -3.443 1.738 -1.786
N -1.448 2.774 -1.757
C -3.676 3.084 -2.297
C -2.343 3.786 -2.325
H -4.373 3.605 -1.630
H -4.092 2.992 -3.307
H -2.341 4.695 -1.716
H -2.044 4.020 -3.353
C 0.556 4.181 -1.870
C 1.860 4.398 -1.587
H -0.082 4.932 -2.343
H 2.435 3.643 -1.046
H 2.342 5.341 -1.834
N -1.221 -3.145 2.633
C -2.212 -3.617 1.791
C -2.027 -2.963 0.587
N -0.936 -2.123 0.682
C -0.466 -2.240 1.928
C 0.607 -1.467 2.532
N 1.223 -0.404 1.997
C 2.055 0.105 2.975
C 1.970 -0.681 4.109
N 1.045 -1.667 3.817
H -1.069 -3.415 3.603
H -2.942 -4.347 2.092
H -2.605 -3.040 -0.323
H 2.632 1.004 2.817
H 2.458 -0.599 5.063
H 0.719 -2.396 4.448
*
```

Output
**Orbital gap**: 7.16 eV
**Electronic energy**: -1361.360036 hartree

Atomic partial charges in e from the Mulliken method, atoms 1 to 8: -0.730 0.969 0.246 -0.327 1.121 -1.219 0.156 0.261

A structure of composition C18H23N5O2OsS in a non-equilibrium geometry, computed with wB97M-V/def2-TZVPD.

ORCA input file:
```
! wB97M-V def2-TZVPD RIJCOSX def2/J DEFGRID3
* xyz 4 5
N 1.513 2.521 -1.118
C 0.843 3.455 -0.996
C 0.358 4.779 -0.647
H -0.739 4.825 -0.626
H 0.749 5.503 -1.385
H 0.756 5.027 0.350
N 2.245 -1.757 -1.309
C 3.067 -2.253 -2.012
C 4.251 -3.026 -1.799
H 5.070 -2.682 -2.407
H 4.040 -4.063 -2.001
H 4.439 -2.858 -0.742
N -1.969 -2.268 -0.994
C -3.145 -2.211 -0.950
C -4.498 -2.605 -0.698
H -4.473 -3.378 0.091
H -4.924 -3.029 -1.621
H -5.078 -1.731 -0.372
Os 0.386 -0.496 -1.167
C 0.015 -1.762 0.226
O -0.161 -2.562 1.058
C 1.402 0.395 0.156
O 1.996 0.834 1.065
C 0.733 0.930 -3.057
C -0.598 0.985 -2.649
C -1.359 -0.185 -2.680
C -0.783 -1.390 -3.091
C 0.576 -1.455 -3.340
C 1.335 -0.283 -3.321
H 1.347 1.811 -3.131
H -1.046 1.901 -2.297
H -2.385 -0.140 -2.355
H -1.333 -2.315 -3.137
H 1.023 -2.427 -3.469
H 2.406 -0.295 -3.433
S -1.193 0.688 0.387
C -0.821 0.723 2.108
N -0.567 1.897 2.685
C -0.134 2.065 4.082
C 0.403 0.766 4.657
C -0.584 -0.319 4.308
N -0.819 -0.371 2.871
H -0.768 2.720 2.126
H -1.015 2.404 4.644
H 0.618 2.859 4.124
H 0.475 0.855 5.754
H 1.390 0.543 4.225
H -1.556 -0.133 4.768
H -0.243 -1.296 4.648
H -1.246 -1.196 2.469
*
```

Output
**Orbital gap (spin up / spin down)**: 7.55 / 5.13 eV
**Energy above the lowest of the compared OMol25 structures with the same formula, charge and spin**: 0.0 kcal/mol
**Electronic energy**: -1610.972121 hartree

Atomic partial charges in e from the Mulliken method, atoms 1 to 8: -0.532 0.632 -1.133 0.318 0.378 0.325 -0.573 0.517

An isolated molecule of C18H23N7O2 in a non-equilibrium geometry, computed with wB97M-V/def2-TZVPD.

ORCA input file:
```
! wB97M-V def2-TZVPD RIJCOSX def2/J DEFGRID3
* xyz 0 1
C 3.052 -0.009 2.096
C 3.902 1.238 2.305
C 4.313 1.921 1.001
C 5.208 1.067 0.097
N 4.453 0.207 -0.786
C 4.573 -1.130 -0.807
O 5.346 -1.755 -0.107
C 3.637 -1.817 -1.799
C 2.255 -2.048 -1.181
C 1.435 -0.778 -1.105
O 1.724 0.285 -1.627
N 0.314 -0.905 -0.359
N -0.587 0.154 -0.249
C -1.912 -0.133 -0.213
N -2.328 -1.339 0.009
C -3.670 -1.574 0.137
C -4.105 -2.883 0.376
C -5.446 -3.152 0.510
C -6.395 -2.132 0.411
C -5.996 -0.837 0.176
C -4.637 -0.545 0.037
C -4.139 0.763 -0.215
N -4.716 1.932 -0.383
C -3.687 2.784 -0.602
C -3.882 4.229 -0.846
N -2.498 2.211 -0.581
N -2.775 0.921 -0.332
H 3.636 -0.794 1.623
H 2.694 -0.384 3.052
H 2.191 0.218 1.471
H 3.339 1.958 2.905
H 4.800 0.971 2.866
H 4.852 2.837 1.250
H 3.419 2.206 0.440
H 5.860 0.422 0.690
H 5.834 1.725 -0.517
H 3.712 0.633 -1.327
H 3.537 -1.213 -2.702
H 4.079 -2.780 -2.055
H 2.359 -2.471 -0.181
H 1.697 -2.763 -1.793
H -0.069 -1.779 -0.025
H -0.272 1.005 -0.706
H -3.365 -3.664 0.452
H -5.773 -4.164 0.693
H -7.443 -2.364 0.519
H -6.706 -0.029 0.094
H -4.386 4.679 0.007
H -4.512 4.371 -1.721
H -2.919 4.706 -1.000
*
```

Output
**SMILES string**: CCCCNC(=O)CCC(=O)NNc1nc2ccccc2c2nc(C)nn12
**Orbital gap**: 8.86 eV
**Energy above the lowest of the compared OMol25 structures with the same formula, charge and spin**: 5.0 kcal/mol
**Electronic energy**: -1233.551353 hartree

Atomic partial charges in e from the Mulliken method, atoms 1 to 8: -0.569 -0.632 -0.513 -0.731 -0.073 0.453 -0.653 -1.013

Question: What is the formula in the first record?
Answer: C18H23N3O3

Question: Look up the electronic energy of the third one.
Answer: -1361.360036 hartree

Question: Among the records above, which one has the highest electronic energy?
Answer: C18H23N3O3

Question: Among the records above, which one has the lowest electronic energy?
Answer: C18H23N5O2OsS